(1)
Below is a structure of composition C44H88O38 at a distorted geometry, with properties calculated with wB97M-V/def2-TZVPD.

```
170
Properties=species:S:1:pos:R:3:mulliken_charge:R:1
C -3.97 2.94 2.07 0.0295
C -4.82 4.21 2.01 -0.7320
C -4.05 5.08 1.04 -0.2192
O -2.69 4.85 1.45 -0.4071
C -2.58 3.53 2.04 0.5269
H -4.04 2.30 1.19 -0.0256
H -4.13 2.31 2.94 0.2280
H -4.89 4.68 2.99 0.3141
H -5.83 4.10 1.60 0.3584
H -4.23 6.15 1.16 0.3041
H -4.05 4.83 -0.02 0.0886
H -2.17 3.69 3.04 0.0563
H -1.80 2.95 1.53 -0.5036
C 5.86 2.49 -2.95 -0.7852
C 4.48 2.29 -3.56 -0.1945
C 3.64 1.92 -2.31 0.4381
O 4.55 1.85 -1.20 -0.2418
C 5.87 1.63 -1.73 -0.5424
H 5.98 3.53 -2.62 0.2567
H 6.67 2.27 -3.64 0.4113
H 4.63 1.49 -4.29 -0.0415
H 4.11 3.18 -4.08 0.3529
H 3.09 0.98 -2.37 -0.1202
H 2.91 2.70 -2.08 -0.1082
H 5.92 0.54 -1.84 0.2671
H 6.65 1.89 -1.02 0.3477
C -0.41 -0.70 4.41 -0.5977
O 0.32 0.36 5.02 -0.3565
C 0.01 1.59 4.69 0.8423
O -0.93 1.92 4.00 -0.4369
O 0.91 2.41 5.23 -0.3735
C 0.71 3.80 5.12 -0.7916
H 0.00 -0.87 3.42 -0.0052
H -1.49 -0.57 4.38 0.4281
H -0.23 -1.63 4.95 0.3495
H -0.34 4.09 5.09 0.3253
H 1.24 4.28 4.31 0.2883
H 1.10 4.27 6.03 0.3031
C 0.19 0.80 -3.76 -0.7683
O 1.17 -0.03 -4.37 0.0107
C 1.54 0.29 -5.63 0.6024
O 0.85 0.82 -6.45 -0.5857
O 2.75 -0.21 -5.81 -0.1894
C 3.32 -0.08 -7.12 -0.8348
H 0.37 1.83 -3.46 0.2017
H -0.15 0.25 -2.89 -0.1818
H -0.65 0.94 -4.45 0.6922
H 4.39 -0.08 -6.96 0.2464
H 3.05 0.83 -7.65 0.3634
H 2.95 -0.86 -7.78 0.3257
C -4.17 -6.18 -1.11 -0.4288
O -2.90 -6.61 -0.69 -0.4389
C -1.87 -5.74 -0.84 0.6615
O -2.01 -4.64 -1.27 -0.3077
O -0.74 -6.19 -0.32 -0.2084
C -0.74 -7.37 0.49 -0.7310
H -4.21 -6.14 -2.20 0.2602
H -4.50 -5.24 -0.68 0.0372
H -4.88 -6.95 -0.79 0.3067
H -1.39 -7.20 1.35 0.2975
H 0.27 -7.49 0.86 0.2208
H -1.06 -8.23 -0.10 0.3352
C -2.12 3.22 -2.21 -0.1447
O -2.38 2.72 -3.50 -0.0025
C -3.63 2.81 -3.98 0.6911
O -4.56 3.30 -3.41 -0.6154
O -3.62 2.28 -5.19 -0.2976
C -4.84 1.74 -5.67 -0.5311
H -2.38 4.28 -2.25 0.3475
H -1.09 3.20 -1.88 -0.4498
H -2.75 2.84 -1.40 0.1569
H -5.71 2.37 -5.49 0.3059
H -5.03 0.76 -5.25 0.1677
H -4.81 1.61 -6.76 0.2406
C -4.04 -0.57 2.33 -0.5615
O -4.13 -1.95 2.56 -0.1723
C -5.21 -2.59 2.13 0.7256
O -6.16 -2.13 1.56 -0.6040
O -5.06 -3.87 2.47 -0.1699
C -6.07 -4.80 2.16 -0.7345
H -3.12 -0.12 2.70 0.0304
H -4.92 -0.06 2.73 0.5826
H -4.05 -0.39 1.25 0.1668
H -7.06 -4.54 2.53 0.2989
H -5.80 -5.79 2.51 0.2850
H -6.19 -4.95 1.08 0.2450
C -1.75 -4.86 4.69 -0.7680
O -0.93 -3.86 4.09 -0.2008
C 0.00 -4.27 3.20 0.6740
O 0.19 -5.41 2.86 -0.6296
O 0.55 -3.21 2.67 -0.0354
C 1.49 -3.29 1.60 -0.1220
H -1.93 -4.51 5.70 0.2876
H -1.25 -5.82 4.80 0.3638
H -2.66 -4.97 4.12 0.1791
H 2.20 -4.12 1.66 0.3646
H 2.10 -2.39 1.60 -0.9045
H 0.88 -3.36 0.70 0.1689
C 3.17 1.83 2.71 -0.0612
O 4.11 0.78 2.94 -0.0859
C 5.31 1.12 3.39 0.5338
O 5.72 2.23 3.56 -0.5721
O 5.94 -0.04 3.66 0.3019
C 7.34 0.00 3.77 -0.6744
H 3.46 2.46 1.86 0.2755
H 3.00 2.42 3.60 0.4787
H 2.26 1.27 2.50 -0.4559
H 7.82 0.13 2.79 0.4928
H 7.76 -0.93 4.15 -0.4377
H 7.74 0.81 4.39 0.4171
C 0.37 -2.57 -2.26 -0.7679
O 1.40 -1.81 -1.65 0.3297
C 2.32 -2.36 -0.90 0.5314
O 2.38 -3.50 -0.51 -0.7278
O 3.20 -1.43 -0.57 0.1453
C 4.19 -1.67 0.42 -0.2261
H 0.11 -3.47 -1.70 0.5281
H 0.80 -2.86 -3.21 0.3702
H -0.50 -1.93 -2.39 -0.1056
H 4.78 -0.76 0.44 -0.1161
H 4.81 -2.54 0.19 0.3918
H 3.68 -1.82 1.37 0.0707
C -3.61 -0.32 -2.67 0.1194
O -3.86 -1.72 -2.73 -0.0645
C -4.88 -2.10 -3.49 0.5349
O -5.67 -1.36 -4.02 -0.6012
O -4.86 -3.43 -3.52 -0.1800
C -5.82 -4.09 -4.31 -0.7965
H -2.54 -0.21 -2.48 -0.2414
H -4.16 0.18 -1.88 0.2481
H -3.79 0.16 -3.63 -0.0574
H -5.68 -5.17 -4.23 0.2111
H -5.66 -3.80 -5.35 0.3219
H -6.82 -3.83 -3.96 0.3475
C 0.88 2.17 0.07 -0.1712
O -0.13 1.26 -0.32 1.4411
C -0.26 0.14 0.38 -0.1948
O 0.38 -0.12 1.36 -0.4357
O -1.32 -0.52 -0.10 0.6533
C -1.67 -1.76 0.52 -0.3107
H 0.82 2.41 1.13 -0.0535
H 0.79 3.11 -0.47 0.0912
H 1.87 1.75 -0.12 -0.1795
H -1.01 -2.52 0.09 -0.3456
H -2.68 -2.08 0.30 0.0686
H -1.48 -1.86 1.59 -0.1336
C 1.79 7.36 -3.72 -0.6622
O 0.58 7.06 -3.03 -0.3773
C 0.50 5.96 -2.28 0.8694
O 1.40 5.17 -2.14 -0.5900
O -0.61 5.87 -1.56 -0.1009
C -1.60 6.92 -1.59 -0.6747
H 2.46 6.51 -3.73 0.2421
H 2.28 8.24 -3.30 0.2560
H 1.56 7.60 -4.76 0.2693
H -1.74 7.39 -2.56 0.3630
H -1.36 7.58 -0.76 0.2877
H -2.57 6.48 -1.39 0.1452
C 3.24 -0.61 3.75 0.3217
O 4.47 -1.20 3.36 -0.3060
C 5.47 -1.36 4.21 0.7265
O 5.42 -1.15 5.39 -0.7471
O 6.49 -1.81 3.48 -0.3839
C 7.64 -2.28 4.16 -0.8362
H 2.50 -1.27 4.21 0.2429
H 2.83 -0.13 2.86 -0.7504
H 3.50 0.11 4.53 0.3835
H 8.37 -2.68 3.47 0.3380
H 7.47 -3.10 4.86 0.3348
H 8.13 -1.48 4.72 0.4815
```

## Properties
- Highest occupied orbital energy: -9.133 eV
- Max |F|: 12.65 eV/Å
- Frontier orbital gap: 9.68 eV
- ΔE to the lowest compared entry with this formula, charge and spin: 12.838 eV

---

(2)
Below is a structure of composition C31H52O3P2PmS at a distorted geometry, with properties calculated with wB97M-V/def2-TZVPD.

```
90
Properties=species:S:1:pos:R:3:mulliken_spin:R:1
Pm -0.28 -0.23 -0.98 4.0201
C -2.38 1.61 -0.29 -0.0048
C -2.82 0.73 -1.33 -0.0003
C -2.63 -0.49 0.62 0.0157
C -2.36 0.87 0.92 -0.0257
C -2.89 -0.60 -0.78 -0.0106
C -2.20 3.08 -0.41 0.0014
H -1.92 3.38 -1.43 -0.0001
H -1.41 3.44 0.26 -0.0007
H -3.13 3.63 -0.16 -0.0005
C -2.31 1.43 2.28 -0.0004
H -1.97 2.47 2.28 0.0000
H -1.65 0.85 2.93 -0.0006
H -3.31 1.43 2.76 -0.0006
C -2.80 -1.60 1.59 -0.0017
H -3.85 -1.75 1.85 -0.0006
H -2.25 -1.39 2.51 0.0001
H -2.42 -2.54 1.17 -0.0023
C -3.16 -1.88 -1.49 -0.0037
H -4.19 -1.90 -1.88 -0.0003
H -3.04 -2.74 -0.82 -0.0003
H -2.49 -2.06 -2.34 -0.0016
C -3.37 1.21 -2.61 -0.0022
H -4.32 1.75 -2.47 -0.0001
H -3.55 0.40 -3.32 -0.0003
H -2.69 1.91 -3.10 -0.0009
C 1.60 0.44 -2.58 0.0148
C 0.52 1.26 -2.80 0.0061
C -0.12 1.47 -4.15 0.0052
C -1.03 0.37 -4.72 -0.0025
C -1.07 -0.94 -4.00 0.0173
C 0.02 -1.71 -3.79 -0.0104
C 1.37 -1.39 -4.41 -0.0017
C 2.26 -0.39 -3.66 0.0017
H 0.67 1.68 -4.91 0.0007
H -0.73 0.21 -5.77 -0.0003
H -0.73 2.39 -4.09 -0.0007
H 2.72 0.26 -4.42 -0.0011
H 2.24 0.50 -1.67 -0.0085
H 0.21 2.04 -2.06 -0.0036
H 3.09 -0.94 -3.19 -0.0005
H 1.92 -2.33 -4.52 0.0000
H -0.10 -2.76 -3.48 0.0005
H 1.23 -1.01 -5.43 -0.0001
H -2.05 0.75 -4.76 -0.0004
H -2.06 -1.40 -3.99 0.0022
P 2.02 2.39 -0.12 0.0029
C 1.76 3.29 1.45 0.0006
H 2.32 4.23 1.41 0.0000
H 2.12 2.68 2.29 -0.0002
H 0.69 3.49 1.56 -0.0001
C 3.56 1.47 0.30 -0.0008
H 4.29 2.21 0.67 0.0001
H 3.96 0.98 -0.60 -0.0001
H 3.37 0.70 1.07 -0.0004
C 2.68 3.69 -1.22 -0.0001
H 3.06 3.24 -2.15 0.0000
H 3.49 4.22 -0.70 -0.0001
H 1.85 4.38 -1.46 0.0000
P 1.06 -3.00 -0.81 0.0087
C -0.04 -4.39 -1.32 -0.0016
H 0.60 -5.22 -1.64 0.0001
H -0.72 -4.09 -2.14 0.0003
H -0.64 -4.68 -0.43 -0.0002
C 2.53 -3.26 -1.87 -0.0025
H 2.30 -3.07 -2.92 0.0006
H 2.88 -4.29 -1.74 -0.0002
H 3.31 -2.56 -1.54 0.0004
C 1.82 -3.79 0.65 0.0006
H 2.34 -4.69 0.30 0.0002
H 1.06 -4.05 1.39 0.0000
H 2.52 -3.10 1.11 0.0002
C -0.17 1.10 7.87 0.0001
C 0.04 0.68 6.44 -0.0001
C 0.00 -0.68 6.12 0.0004
C 0.26 -1.13 4.83 -0.0006
C 0.55 -0.21 3.80 -0.0003
C 0.46 1.15 4.11 0.0000
C 0.21 1.59 5.40 0.0003
S 0.94 -0.79 2.15 0.0007
O 2.37 -0.97 2.04 0.0005
O 0.11 -1.97 1.95 -0.0001
O 0.46 0.31 1.19 -0.0060
H -1.12 0.68 8.24 0.0000
H 0.62 0.74 8.56 0.0000
H -0.21 2.20 7.98 0.0000
H -0.23 -1.38 6.92 0.0000
H 0.24 -2.19 4.59 -0.0001
H 0.54 1.89 3.31 -0.0003
H 0.16 2.67 5.61 0.0000
```

## Properties
- Highest occupied orbital energy (spin up / spin down): -9.985 / -10.027 eV
- Max |F|: 4.76 eV/Å
- 2S+1: 5
- ⟨S²⟩: 6.01
- Frontier orbital gap (spin up / spin down): 6.04 / 6.17 eV
- Charge: +1